DFT (the ωB97M-V functional and the def2-TZVPD basis) results for an isolated molecule of C2H6NP in a non-equilibrium geometry.

The HOMO energy is -9.23 eV. Its LUMO energy is 0.68 eV. Its SMILES is [H]/N=C(/C)P. The value obtained for the energy above the lowest of the compared OMol25 structures with the same formula, charge and spin is 0.582 eV.

Atoms and positions in Å:
C 0.043 -0.084 -0.255
C -1.357 0.336 0.140
N 0.095 -0.683 -1.374
P 1.358 0.557 0.962
H -1.703 0.610 1.150
H -2.061 -0.265 -0.444
H -1.246 1.287 -0.402
H 0.934 -0.997 -1.758
H 2.468 0.131 0.247
H 1.469 -0.891 1.733